# C6H12F3NO3PS2

The ion C6H12F3NO3PS2 with charge -1 (ωB97M-V/def2-TZVPD, the Open Molecules 2025 dataset).

The geometry in XYZ format:
```
28
Properties=species:S:1:pos:R:3:forces:R:3:lowdin_charge:R:1
C -2.016 1.891 -1.683 1.26 0.18 2.50 -0.110
C -1.229 1.997 -0.501 -2.16 1.01 -2.95 -0.359
P 0.130 0.697 -0.219 -2.13 -3.65 -3.44 0.151
S 1.593 1.774 -1.426 1.28 1.37 -1.30 0.413
C 1.285 -0.840 0.009 -0.37 -0.96 0.42 -0.364
C 0.376 -2.187 0.133 0.97 -0.59 -0.02 -0.179
C -0.210 -2.684 -1.249 0.31 -2.11 -1.88 -0.414
N -1.517 -2.184 -1.748 0.99 0.21 1.00 0.059
O 0.369 -3.523 -1.992 -0.94 2.79 2.62 -0.004
S 0.958 1.709 1.533 5.32 5.24 1.66 0.611
O 0.580 3.156 1.694 -0.82 -2.76 -0.06 -0.412
O 2.483 1.678 1.528 -3.42 -1.40 0.44 -0.449
C 0.478 0.859 3.165 -0.77 -0.66 1.99 -0.494
F 1.574 0.923 4.037 -2.56 -0.27 -1.46 0.053
F -0.641 1.486 3.774 2.50 -1.31 -1.09 0.035
F 0.113 -0.488 3.000 0.88 2.31 0.46 0.035
H -3.098 2.228 -1.646 1.58 0.16 -0.32 0.038
H -1.643 1.426 -2.645 -0.55 0.08 1.53 0.043
H -1.526 2.836 0.197 0.19 -1.57 -0.27 0.063
H -0.857 -0.045 0.568 0.10 0.69 0.33 0.011
H -0.308 0.061 -1.457 -0.06 0.17 0.59 -0.033
H 2.286 0.905 -2.248 -0.67 0.12 0.97 -0.184
H 1.904 -0.922 -0.941 -0.49 0.07 1.45 0.064
H 1.899 -0.811 0.963 -0.34 -0.04 -1.37 0.069
H 1.118 -2.998 0.471 -1.15 0.98 -0.70 0.113
H -0.391 -2.117 0.974 0.70 0.18 -1.43 0.097
H -2.273 -2.841 -1.538 0.47 0.31 -0.17 0.073
H -1.437 -1.987 -2.750 -0.10 -0.55 0.51 0.075
```
Positions in Å, forces in eV/Å.

Output
- Charge: -1
- Electronic energy: -53157.2151 eV
- Energy relative to the best compared isomer or geometry (same formula, charge and spin): 2.812 eV
- Orbital gap: 7.92 eV
- HOMO level: -4.831 eV